Record 1
Here is C16H25N3O3S in the gas phase from the Open Molecules 2025 dataset. Energies are from wB97M-V/def2-TZVPD.

Values from the calculation:
relative energy (zero: lowest compared OMol25 entry of this formula, charge and spin): 205.81 kJ/mol
SMILES: CN1CCN(C(=O)CN(CCc2ccccc2)S(C)(=O)=O)CC1
F_max: 0.90 eV/Å

CARTESIAN COORDINATES (ANGSTROEM)
S -0.51616 -1.75748 1.06852
O -0.95121 -2.13928 2.37846
O -1.28218 1.32697 -1.71406
O -0.11055 -2.79342 0.15588
N -1.70385 -0.88065 0.34162
N 2.97888 -0.52145 -2.97133
N 0.21320 -0.20350 -2.37334
C -2.74191 -0.28019 1.14053
C -0.48356 2.45971 1.18799
C -1.29940 1.54272 3.24277
C 2.26406 -1.53129 -2.21477
C 0.64681 2.92014 1.84209
C 4.40483 -0.58308 -2.74170
C -1.46682 1.76419 1.88007
C 0.96495 0.81082 -3.09216
C 0.80904 2.68830 3.19742
C -2.68593 1.25404 1.16726
C 0.87770 -0.61978 1.25597
C -0.93009 0.15747 -1.75810
C 2.42887 0.78566 -2.67164
C -0.16841 1.99858 3.89669
C -1.80332 -0.91571 -1.09779
C 0.77170 -1.52627 -2.55629
H -0.05036 1.81966 4.95548
H -3.58531 1.61019 1.67542
H 1.76878 -1.21935 1.39272
H 2.67117 -2.51194 -2.46918
H 4.67628 -0.39972 -1.69018
H 1.40222 3.46468 1.29376
H 0.64615 -1.81717 -3.60633
H -0.60998 2.63609 0.13025
H 0.29101 -2.25547 -1.90833
H -1.56065 -1.92292 -1.43418
H 2.51300 1.03089 -1.59594
H -2.06069 1.01296 3.79675
H 0.94345 -0.01434 0.36214
H 2.97967 1.53820 -3.23999
H -2.60934 -0.68769 2.14359
H 0.90222 0.60160 -4.16574
H -2.68987 1.62771 0.14280
H 1.68981 3.04764 3.70928
H 0.69157 -0.00500 2.12549
H 0.51245 1.78075 -2.88327
H 4.89620 0.16347 -3.36362
H 2.38426 -1.38394 -1.12709
H -2.83654 -0.68843 -1.37685
H 4.76839 -1.56861 -3.02758
H -3.71968 -0.60143 0.76076

Atoms 1-6, force components in eV/Å:
0.6 0.3 0.2
-0.1 0.2 0.1
-0.3 0.2 0.1
0.0 0.1 -0.2
0.6 -0.5 0.3
0.0 0.0 0.1

***

Record 2
Here is a molecular structure, C16H25N3O4ReS from the Open Molecules 2025 dataset. Energies are from wB97M-V/def2-TZVPD.

Values from the calculation:
total energy: -42579.11489 eV
net charge: +4
F_max: 1.48 eV/Å
spin multiplicity: 4

CARTESIAN COORDINATES (ANGSTROEM)
Re -0.85257 -1.35936 1.08290
S -0.07025 0.75357 1.60476
O 0.41038 -2.05652 2.57106
O -1.69733 -1.60639 -0.76417
O 1.80432 -3.68813 3.22012
O -1.86396 -2.64412 -2.65538
N -1.10583 3.06125 2.26531
N -2.24603 2.01980 0.52221
N -0.02602 -3.15174 0.31626
C -0.36668 -3.55630 -0.91432
C -1.34923 -2.58229 -1.49905
C -1.33186 5.13575 4.63396
C 0.84671 -3.83322 1.06316
C 1.03336 -3.14212 2.37833
C -4.50207 1.09250 0.85833
C -2.28671 4.93033 3.45281
C -4.12366 0.62597 3.36897
C 1.43944 -4.99643 0.60347
C -1.62956 4.45914 2.16125
C -1.05780 3.89281 5.47903
C 0.17792 -4.70736 -1.45444
C 1.09137 -5.43084 -0.67766
C -1.27493 2.07294 1.44320
C -3.65506 2.36758 0.75416
C -4.34467 0.21578 2.00853
H -3.87334 -0.18590 4.05057
H -0.47023 2.92028 3.04739
H -2.76703 5.87693 3.19743
H -2.29710 4.51075 1.30562
H -0.07774 -5.06147 -2.44658
H -4.02092 2.96628 -0.07905
H -4.51210 0.52249 -0.07411
H -1.77347 5.88718 5.28806
H -0.39841 5.58101 4.27795
H -2.27459 -0.58394 1.54366
H -3.73370 2.97520 1.65278
H -2.03775 1.51475 -0.32801
H -1.94634 3.59921 6.04041
H -0.73707 3.01126 4.90522
H 1.91630 -3.21888 4.07621
H -3.50701 1.51089 3.51933
H -5.17227 0.91221 3.64198
H -0.74849 5.06344 1.93364
H -1.61082 -3.38485 -3.23996
H -3.09728 4.24600 3.73589
H 2.14649 -5.54641 1.21416
H -5.57648 1.36745 1.00214
H -0.26741 4.08489 6.20245
H -4.75443 -0.78864 1.87906
H 1.53343 -6.33696 -1.07712

Atoms 1-6, force components in eV/Å:
0.3 0.3 -0.1
-0.1 0.0 -0.1
0.0 0.0 0.0
0.0 0.0 0.0
0.0 0.0 0.0
0.0 0.0 0.0

***

Record 3
Here is C16H25NO4S in the gas phase from the Open Molecules 2025 dataset. Energies are from wB97M-V/def2-TZVPD.

Values from the calculation:
relative energy (zero: lowest compared OMol25 entry of this formula, charge and spin): 51.32 kJ/mol
SMILES: CCOC(=O)C1CCN(C[C@H](O)COCc2cccs2)CC1
F_max: 0.74 eV/Å

CARTESIAN COORDINATES (ANGSTROEM)
S 5.96903 -1.64635 -0.10325
O 3.92178 0.44610 0.21301
O -4.26422 -0.37958 1.75768
O -5.39978 -0.93061 -0.09152
O 1.59722 -0.86427 -0.31719
N -0.66034 1.19391 -0.96835
C 5.02397 0.69943 1.05186
C -2.24060 -0.71182 -0.61697
C 0.23688 1.05951 0.16225
C -1.75415 2.12107 -0.76234
C 1.61069 0.54426 -0.28814
C 7.49890 0.33389 0.44526
C -4.38305 -0.35993 0.55960
C 6.19718 -0.05039 0.52173
C 8.33248 -0.66164 -0.11404
C -6.37301 -1.60880 0.70667
C -1.15185 -0.06938 -1.48608
C -7.53054 -2.01372 -0.18602
C 2.71633 1.02124 0.66161
C -3.40118 0.27135 -0.40378
C 7.64645 -1.77941 -0.45788
C -2.85779 1.58629 0.15706
H 8.01885 -2.67973 -0.90409
H -0.30798 -0.75257 -1.57372
H -2.60270 -1.62054 -1.10006
H -1.82321 -0.98758 0.35288
H -7.17929 -2.66724 -0.97986
H -7.98266 -1.13375 -0.63554
H -1.55433 0.12430 -2.48563
H -8.27894 -2.53741 0.40160
H -3.66032 2.32176 0.23684
H -3.90950 0.44288 -1.35729
H -0.13335 0.37877 0.94194
H 5.24969 1.77693 1.08684
H -5.90043 -2.48355 1.16761
H 1.82452 0.93593 -1.29451
H 9.39146 -0.54121 -0.25525
H -1.35149 3.05471 -0.36255
H 4.79169 0.37107 2.08150
H 2.78593 2.11812 0.65623
H 2.51493 -1.15346 -0.40591
H -2.46302 1.40720 1.15830
H 7.85425 1.29291 0.77768
H 0.36790 2.05016 0.60354
H 2.49633 0.68564 1.68690
H -2.18338 2.33316 -1.74755
H -6.69938 -0.93763 1.50892

Atoms 1-6, force components in eV/Å:
0.4 0.3 0.1
-0.1 -0.1 -0.2
0.0 0.0 0.1
-0.2 -0.1 -0.4
0.1 -0.4 0.1
0.0 0.2 0.0

***

Record 4
Here is a molecular structure, C16H26B2F5NO17Tl from the Open Molecules 2025 dataset. Energies are from wB97M-V/def2-TZVPD.

Values from the calculation:
total energy: -72932.53391 eV
F_max: 6.76 eV/Å
spin multiplicity: 2

CARTESIAN COORDINATES (ANGSTROEM)
Tl 8.68811 14.58164 -12.64106
F 8.83287 13.01582 -19.26303
F 11.84773 12.12682 -18.37742
F 4.14654 14.67587 -17.14254
F 4.42284 10.76345 -16.50146
F 11.90349 19.69412 -14.39329
O 7.04568 11.99103 -20.13967
O 3.69339 16.77448 -17.65733
O 7.30917 17.80442 -13.10621
O 6.62001 12.44904 -13.64541
O 8.94759 18.96951 -13.83784
O 10.25862 12.75380 -14.62646
O 9.62559 11.40751 -16.31751
O 6.26881 10.83100 -15.21137
O 3.00004 16.76299 -15.63336
O 11.71941 17.08096 -15.76473
O 1.60183 17.59330 -17.15648
O 4.83859 10.86820 -13.50479
O 12.00980 17.66916 -13.63571
O 11.79580 11.84106 -16.19679
O 6.65707 9.76647 -19.83935
O 10.75192 15.91187 -14.14146
O 7.00706 11.26701 -18.10111
N 7.79080 18.63986 -13.88101
C 4.57067 9.73639 -14.31910
C 11.47370 16.82184 -14.45538
C 6.96656 12.72462 -18.03346
C 6.91762 19.21098 -15.00679
C 7.48410 13.06158 -19.37219
C 4.25727 16.20824 -15.64671
C 6.79549 10.91084 -19.39904
C 5.22650 10.04336 -15.65179
C 12.63106 18.62798 -14.44106
C 10.55667 12.14157 -15.65955
C 4.58347 15.89103 -16.97198
C 2.67329 17.01625 -16.85419
C 10.27392 10.60871 -17.28134
C 11.69578 11.18254 -17.42958
C 5.97297 11.51111 -14.13273
C 12.69471 18.03057 -15.79697
B 7.70184 15.08456 -15.41532
B 6.12208 15.06015 -11.24854
H 6.28918 20.07139 -14.77687
H 12.58503 10.57489 -17.59718
H 5.58222 9.18618 -16.22346
H 6.68897 15.92307 -10.93508
H 5.19778 14.98193 -10.69737
H 4.97577 16.91220 -15.22684
H 6.20392 18.43050 -15.27061
H 6.68622 14.16183 -11.05106
H 5.91148 15.10034 -12.30603
H 8.05165 15.88256 -14.77889
H 7.50689 19.32009 -15.91726
H 13.59961 18.81644 -13.97793
H 12.53486 18.79611 -16.55625
H 13.62838 17.50381 -15.99417
H 4.27108 15.36950 -14.95070
H 6.74656 14.67280 -15.12873
H 5.61442 15.99156 -17.31127
H 5.01010 8.85699 -13.84830
H 7.57300 13.27585 -17.31480
H 8.47965 14.33701 -15.39486
H 7.12655 14.04414 -19.68013
H 3.49810 9.55959 -14.39937
H 9.70473 10.67350 -18.20866
H 10.35512 9.57834 -16.93518
H 7.52892 15.47849 -16.40485
H 5.90322 12.94123 -17.93108

Atoms 1-6, force components in eV/Å:
-1.1 0.4 -1.2
1.0 0.2 -0.8
-0.6 0.7 -1.1
-0.7 -3.6 -1.7
0.0 0.1 0.4
-1.7 2.8 -0.1